Formula: C35H31CdF5N3OSTe
Source: the Open Molecules 2025 dataset
Level of theory: wB97M-V/def2-TZVPD

Geometry as XYZ:
```
78
Properties=species:S:1:pos:R:3:forces:R:3:mulliken_charge:R:1
C 1.01686 2.82163 -2.76670 0.00 0.04 0.17 -0.481
O 0.40007 3.20800 1.04329 -0.20 0.15 -0.12 -0.925
C -4.82014 -4.78154 -0.69212 0.00 -0.02 -0.02 0.852
C 4.76975 0.26741 2.95424 0.26 -0.17 0.15 -0.201
S -0.09868 0.73439 3.09387 -0.06 -0.06 -0.26 -0.554
H 1.29530 -3.17704 3.38548 -0.03 -0.02 -0.01 0.397
H 2.36176 -1.96990 1.59168 -0.01 0.00 -0.02 0.458
C -2.72906 -3.59555 -1.03128 0.09 -0.04 0.07 1.066
C -5.62701 -6.05442 -0.73119 0.02 0.02 0.01 -1.546
C -3.31910 5.00402 0.21334 0.04 -0.03 -0.02 -0.540
H 2.28324 -0.87799 -0.45859 -0.01 0.03 -0.04 0.355
H 0.98360 -1.85660 -1.13646 0.06 -0.04 0.07 0.245
F 3.20299 2.96996 -3.90236 -0.01 0.02 0.03 -0.300
H -3.75992 5.76745 0.84276 -0.01 0.00 0.01 0.370
C -3.32256 -2.38355 -0.63609 0.04 -0.01 -0.04 -0.899
H -1.19483 -3.29512 3.56375 0.01 0.01 0.01 0.433
H -6.43043 -3.58065 0.03838 0.01 0.00 -0.01 0.377
H -6.53104 -5.93037 -1.33074 0.00 0.00 0.00 0.355
H -1.77177 4.50146 1.62598 -0.01 -0.01 0.00 0.440
F 1.63646 3.66894 -1.75657 0.14 -0.01 -0.02 -0.386
C -3.27619 3.76073 -1.84145 -0.01 0.01 0.00 -1.127
H -3.67676 3.56035 -2.82768 0.00 0.01 0.00 0.386
Cd 1.89568 1.97523 0.05248 -0.55 -0.12 -0.16 1.436
C -2.18253 3.03625 -1.39069 0.04 -0.02 -0.04 -0.168
C 6.16707 0.05859 2.86365 -0.23 -0.02 0.12 -0.719
C 0.69425 -2.57348 2.71388 -0.21 -0.07 0.14 -0.775
C -1.26200 -3.68155 -1.36946 -0.05 -0.01 0.03 -1.269
C -4.66755 -2.39583 -0.23109 -0.01 0.00 -0.04 1.344
H -6.22614 -0.91439 -0.39211 0.01 -0.01 0.00 0.441
H -4.76217 -0.31241 0.38092 0.02 -0.01 0.02 0.227
H -5.04853 -6.87305 -1.16030 0.00 0.01 0.00 0.337
C 4.80916 1.43911 0.85084 -0.17 0.04 0.03 0.280
H 0.82679 -0.12443 -1.16568 -0.06 0.01 -0.04 0.301
N 4.12945 2.06672 -0.16445 0.20 -0.25 0.48 -0.295
C 6.87196 0.55253 1.81097 0.04 0.09 -0.18 -0.854
F 1.59841 1.55119 -2.34674 0.15 -0.02 -0.03 -0.348
C 6.87493 1.77050 -0.35561 0.14 -0.10 0.15 -0.540
H 4.21546 -0.11395 3.80313 0.02 0.00 0.00 0.503
H -1.70269 2.30467 -2.02705 -0.03 -0.01 0.03 0.709
N 2.68323 1.16913 2.06105 0.47 0.00 -0.15 -0.488
C -0.51532 2.52708 0.45161 0.06 -0.23 0.44 0.503
F 1.45747 2.39535 -5.03370 -0.03 -0.05 -0.11 -0.268
C 4.77802 2.53109 -1.19806 0.23 0.08 -0.20 -0.042
C 0.55563 -0.99653 0.80875 -0.02 -0.11 0.24 3.102
N -0.52751 1.21012 0.32269 -0.07 0.28 -0.16 -0.124
C 6.18134 2.41154 -1.33010 -0.29 0.11 -0.13 -0.915
C 1.28764 -1.87254 1.74336 -0.05 0.08 -0.13 -1.373
C 6.20141 1.25337 0.77749 0.10 -0.05 0.01 1.045
H -4.72116 5.28607 -1.38903 0.01 0.01 -0.01 0.381
C -0.99968 -1.03359 0.98897 0.15 0.24 -0.16 -0.511
C -0.75605 -2.63316 2.82682 0.19 -0.10 -0.01 -0.548
H 6.67430 -0.48673 3.64884 -0.03 0.00 0.01 0.388
Te -2.19514 -0.53610 -0.71963 -0.29 -0.13 0.27 0.575
H -5.84664 -1.39694 1.25831 -0.01 0.00 -0.01 0.390
H 2.12129 0.43113 2.52073 -0.08 0.09 -0.04 0.093
H -1.01790 -4.65752 -1.79259 0.00 0.00 0.01 0.388
H 2.41143 1.99245 2.59856 0.01 0.01 0.01 0.341
C -5.40734 -1.18031 0.28172 0.00 -0.02 -0.06 -2.000
C -1.54250 -1.97462 1.96713 0.15 0.04 -0.13 -0.747
C -2.21079 4.29723 0.65801 -0.06 0.10 -0.02 -0.500
H -3.00413 -5.69219 -1.36635 0.00 0.01 0.00 0.232
C -1.65118 3.30180 -0.13552 -0.01 -0.02 0.11 0.271
H 4.18205 3.00571 -1.96712 0.02 -0.02 -0.01 0.389
C 1.83893 3.15236 -3.99711 0.12 -0.03 0.06 1.019
F 1.67766 4.43935 -4.33307 -0.05 0.09 -0.08 -0.289
H 7.94409 0.41322 1.74240 -0.01 0.01 -0.02 0.372
H -0.96595 -2.90247 -2.07204 -0.03 0.00 -0.03 0.225
H -0.65893 -3.53937 -0.46675 -0.02 0.01 -0.01 0.143
H -2.61143 -2.14940 1.96233 -0.01 0.06 0.04 0.297
H 6.66649 2.81017 -2.20980 -0.02 0.01 0.01 0.421
C 1.19052 -0.95076 -0.56243 0.00 0.06 0.05 -2.172
H -5.94059 -6.35591 0.27088 0.01 0.01 0.00 0.307
C -3.48082 -4.76644 -1.05709 0.01 0.02 0.00 -1.012
C -3.85561 4.73607 -1.03920 0.03 -0.05 0.01 -0.414
H 7.94874 1.64077 -0.43240 -0.02 -0.01 0.02 0.394
C 4.08927 0.95308 1.99262 -0.12 0.15 -0.23 -0.240
C -5.38907 -3.59004 -0.27479 0.00 0.01 0.03 -0.724
C -0.21585 0.23024 1.38028 0.00 -0.06 -0.09 0.707
```
Forces are in eV/Å.

The charge is -1. The value obtained for the frontier orbital gap is 4.82 eV. As for the electronic energy: -2925.07375 hartree. The highest occupied orbital energy comes out at -3.68 eV. As for the energy above the lowest of the compared OMol25 structures with the same formula, charge and spin: 93.7 kcal per mole. Its LUMO energy is 0.042 Ha.